Model a:
{"formula": "C2H14N2O4", "method": "ωB97M-V with the def2-TZVPD basis set", "lumo_ev": -5.3513, "molar_mass_da": 130.14, "e_homo_ev": -8.6, "elements": ["C", "N", "C", "N", "H", "H", "H", "H", "H", "H", "H", "H", "O", "H", "H", "O", "H", "H", "O", "H", "H", "O"], "coordinates": [[-1.33, 1.45, -0.02], [-0.99, 1.16, -1.42], [0.27, 1.89, -1.87], [1.23, 1.73, -0.87], [-0.60, 1.10, 0.69], [-2.23, 0.91, 0.28], [-1.45, 2.52, 0.18], [-0.60, 0.20, -1.40], [0.62, 1.26, -2.71], [-0.01, 2.93, -2.12], [-1.09, -1.36, 0.63], [-1.22, -2.35, -0.61], [-1.18, -1.43, -0.37], [0.35, -0.53, 1.75], [-1.16, -1.18, 2.92], [-1.20, -0.74, 2.06], [1.78, 2.60, -0.88], [1.34, 0.36, 0.85], [1.33, -0.35, 1.50], [2.45, -3.10, 0.57], [1.53, -1.85, 0.61], [1.71, -2.70, 0.11]], "lowdin_charge": [-0.124, 0.030, -0.262, 0.274, 0.035, 0.093, 0.090, 0.086, 0.181, 0.139, -0.017, 0.035, -0.105, -0.004, -0.014, -0.305, 0.104, -0.024, -0.109, 0.014, -0.011, -0.104]}



Model b:
{"formula": "C2H14N2O4", "method": "ωB97M-V with the def2-TZVPD basis set", "lumo_ev": 0.6246, "molar_mass_da": 130.14, "smiles": "[H]/N=C/NC.O.O.O.O", "e_homo_ev": -8.9, "elements": ["C", "N", "C", "N", "H", "H", "H", "H", "H", "H", "H", "H", "O", "H", "H", "O", "H", "H", "O", "H", "H", "O"], "coordinates": [[-1.78, -1.43, -0.01], [-1.53, -0.06, -0.42], [-1.44, 0.31, -1.70], [-0.86, 1.40, -2.08], [-2.25, -1.45, 0.96], [-0.86, -2.02, -0.06], [-2.49, -1.81, -0.74], [-1.22, 0.62, 0.27], [-1.84, -0.41, -2.42], [-1.08, 1.65, -3.04], [-0.26, -1.38, 2.31], [1.09, -0.96, 2.08], [0.22, -0.54, 2.19], [0.04, 2.31, 0.00], [0.61, 1.70, 1.27], [-0.18, 2.12, 0.93], [1.11, 0.66, -1.50], [2.00, -0.52, -1.52], [1.73, 0.19, -0.91], [2.75, -0.02, 0.72], [3.16, 0.12, 2.20], [3.08, -0.48, 1.46]], "lowdin_charge": [-0.088, -0.037, -0.343, 0.035, 0.082, 0.079, 0.075, 0.087, 0.127, 0.033, 0.039, 0.024, -0.067, 0.023, 0.019, -0.065, 0.013, 0.059, -0.068, -0.038, 0.048, -0.036]}



Stability, lowest: model a



Model a:
{"formula": "C5H6N4O2", "method": "ωB97M-V with the def2-TZVPD basis set", "lumo_ev": [-0.4436, -0.4435], "molar_mass_da": 154.13, "e_homo_ev": [-7.8, -7.8], "elements": ["C", "C", "C", "C", "C", "N", "N", "N", "N", "O", "O", "H", "H", "H", "H", "H", "H"], "coordinates": [[2.07, 0.79, 0.35], [-0.23, -0.77, -0.32], [-0.17, 1.28, -0.03], [-1.49, -1.15, 0.09], [2.06, -0.53, -0.43], [0.94, 1.33, 0.59], [0.92, -1.28, 0.01], [-2.03, 0.10, 0.62], [-1.44, 1.32, 0.27], [-2.06, -2.22, 0.06], [-2.30, 1.95, -0.61], [2.88, 1.17, 0.90], [1.96, -0.42, -1.49], [2.87, -1.26, -0.22], [0.99, -2.11, 0.75], [-2.93, 0.04, 1.05], [-2.07, 1.75, -1.59]], "lowdin_charge": [-0.136, -0.015, -0.158, -0.445, -0.166, 0.058, 0.029, 0.125, -0.190, 0.077, -0.025, 0.081, 0.113, 0.127, 0.232, 0.143, 0.150]}



Model b:
{"formula": "C5H6N4O2", "method": "ωB97M-V with the def2-TZVPD basis set", "lumo_ev": 0.4226, "molar_mass_da": 154.13, "e_homo_ev": -8.4, "elements": ["C", "C", "C", "C", "C", "N", "N", "N", "N", "O", "O", "H", "H", "H", "H", "H", "H"], "coordinates": [[1.18, 1.04, 0.37], [-0.37, -1.65, 0.53], [-0.98, 1.86, 0.02], [-1.62, -1.30, -0.01], [1.21, -0.12, -0.60], [0.16, 1.78, 0.54], [0.80, -1.24, 0.37], [-1.79, -0.18, 0.92], [-1.98, 1.03, 0.22], [-2.52, -1.85, -0.59], [-3.21, 1.24, -0.47], [2.10, 1.18, 1.13], [0.39, 0.10, -1.44], [2.04, -0.52, -1.11], [1.65, -1.47, 0.93], [-2.67, -0.42, 1.36], [-3.06, 0.96, -1.40]], "lowdin_charge": [-0.178, 0.016, -0.118, -0.512, -0.101, 0.060, 0.003, 0.089, -0.162, 0.080, 0.019, 0.148, 0.168, 0.085, 0.158, 0.136, 0.108]}



Stability, lowest: model b